# 1
DFT (ωB97M-V/def2-TZVPD) results for 2 unconnected molecules or ions with the total composition C26H43ClNO3 at a distorted geometry.

The geometry in XYZ format:
```
74
Properties=species:S:1:pos:R:3
C 7.20 -3.63 0.93
C 5.83 -2.68 0.99
C 5.03 -2.89 -0.43
C 4.64 -1.42 -1.07
C 3.01 -1.11 -1.04
C 2.83 0.48 -1.38
C 1.54 1.19 -0.65
C 1.55 1.05 1.00
C 0.11 1.73 1.51
C -1.10 0.59 1.35
C -2.26 1.02 0.29
C -3.57 0.04 0.20
Cl -5.01 1.20 -0.20
C -3.38 -0.89 -1.14
C -4.45 -2.14 -1.27
C -3.78 -3.17 -2.40
C -5.91 -1.69 -1.96
N -4.61 -2.97 -0.02
O -3.42 -3.64 0.10
C -4.91 -2.16 1.22
C -4.64 -3.21 2.50
C -6.49 -1.72 1.39
C -3.84 -0.91 1.49
H 7.58 -3.70 2.04
H 7.99 -3.03 0.28
H 6.94 -4.67 0.45
H 6.23 -1.57 1.15
H 5.17 -2.93 1.95
H 4.05 -3.53 -0.29
H 5.69 -3.45 -1.22
H 5.16 -0.54 -0.44
H 4.98 -1.28 -2.18
H 2.46 -1.81 -1.83
H 2.63 -1.42 0.04
H 2.64 0.57 -2.55
H 3.85 1.07 -1.18
H 1.63 2.36 -0.86
H 0.49 0.87 -1.12
H 2.47 1.56 1.51
H 1.54 -0.08 1.36
H 0.21 2.07 2.65
H -0.05 2.67 0.81
H -0.67 -0.50 1.19
H -1.62 0.56 2.42
H -2.55 2.16 0.49
H -1.77 1.02 -0.80
H -2.28 -1.30 -1.20
H -3.55 -0.20 -2.10
H -4.19 -4.26 -2.32
H -4.15 -2.75 -3.45
H -2.60 -3.09 -2.43
H -6.52 -0.94 -1.29
H -5.73 -1.20 -3.01
H -6.60 -2.65 -2.09
H -5.08 -4.25 2.12
H -5.26 -2.93 3.45
H -3.50 -3.39 2.69
H -7.13 -2.59 0.89
H -6.84 -1.70 2.53
H -6.79 -0.72 0.86
H -2.90 -1.43 1.96
H -4.33 -0.25 2.33
C 3.79 5.01 -0.88
C 3.75 6.10 -1.65
C 3.13 7.35 -1.18
O 3.10 8.35 -1.89
C 2.55 7.36 0.18
C 2.58 6.27 0.95
C 3.21 5.01 0.48
O 3.24 4.02 1.19
H 4.24 4.08 -1.21
H 4.17 6.11 -2.65
H 2.10 8.29 0.51
H 2.16 6.26 1.95
```

Computed properties:
Spin multiplicity: 2
Max |F| in eV/A: 3.9
HOMO-LUMO gap (alpha / beta) in Ha: 0.276 / 0.297
<S²>: 0.7546
LUMO energy (alpha / beta) in eV: -1.74 / -1.74

The computed Mulliken charges, all in e, follow: C -0.97; C -0.45; C -0.53; C -0.57; C -0.48; C -0.51; C -0.12; C -0.40; C -0.64; C -0.30; C -0.83; C 1.22; Cl -0.17; C -1.46; C 1.05; C -1.18; C -1.20; N 0.30; O -0.47; C 1.21; C -1.35; C -1.26; C -1.15; H 0.30; H 0.24; H 0.29; H 0.25; H 0.29; H 0.30; H 0.34; H 0.22; H 0.27; H 0.26; H 0.24; H 0.28; H 0.19; H 0.11; H -0.03; H 0.24; H 0.26; H 0.33; H 0.29; H 0.27; H 0.26; H 0.36; H 0.05; H 0.28; H 0.27; H 0.34; H 0.34; H 0.26; H 0.22; H 0.38; H 0.30; H 0.36; H 0.31; H 0.31; H 0.31; H 0.36; H 0.19; H 0.25; H 0.19; C -0.21; C -0.37; C 0.32; O -0.55; C -0.34; C -0.39; C 0.41; O -0.53; H 0.40; H 0.42; H 0.40; H 0.43

# 2
DFT (ωB97M-V/def2-TZVPD) results for a molecular structure, C26H43F5InP2 at a distorted geometry.

The geometry in XYZ format:
```
77
Properties=species:S:1:pos:R:3
In -2.27 -0.68 -1.51
C 1.58 2.05 -0.41
C 0.88 2.37 0.78
C 2.14 0.50 1.19
C 2.39 0.91 -0.15
C 1.22 1.41 1.77
C 1.55 2.78 -1.70
H 0.72 3.50 -1.73
H 1.42 2.08 -2.54
H 2.49 3.33 -1.88
C 3.32 0.26 -1.09
H 3.45 0.87 -2.00
H 2.94 -0.73 -1.38
H 4.31 0.11 -0.62
C 2.78 -0.65 1.85
H 3.88 -0.55 1.86
H 2.54 -1.59 1.32
H 2.43 -0.75 2.89
C 0.76 1.39 3.17
H 1.52 1.77 3.87
H 0.52 0.37 3.49
H -0.14 2.01 3.30
C -0.01 3.53 0.96
H 0.53 4.41 1.35
H -0.81 3.31 1.68
H -0.47 3.84 0.02
C -5.22 -0.16 -3.42
C -4.99 1.20 -3.92
C -5.58 2.42 -3.29
C -5.88 2.19 -1.75
C -5.06 1.18 -0.92
C -5.61 -0.02 -0.49
C -6.71 -0.62 -1.30
C -6.57 -0.45 -2.81
H -6.45 2.80 -3.84
H -6.95 1.97 -1.66
H -4.91 3.31 -3.42
H -7.29 0.31 -3.12
H -4.94 -0.97 -4.12
H -4.85 1.25 -5.01
H -6.88 -1.39 -3.28
H -6.81 -1.69 -1.05
H -5.63 -0.32 0.58
H -7.67 -0.14 -1.01
H -5.69 3.17 -1.26
H -4.47 1.72 -0.17
P -3.57 0.82 -2.98
P -2.70 -1.41 1.16
C -3.85 -2.23 -1.28
C -3.88 -2.58 0.21
H -3.55 -3.03 -1.97
H -4.59 -1.55 -1.73
H -4.85 -2.43 0.67
H -3.57 -3.60 0.47
C -2.15 -2.54 2.44
H -1.69 -2.04 3.30
H -1.43 -3.25 2.00
H -3.04 -3.10 2.75
C -3.41 0.08 1.95
H -4.28 -0.18 2.56
H -3.72 0.84 1.21
H -2.66 0.57 2.60
C -2.53 0.00 -4.25
H -1.68 0.66 -4.49
H -3.12 -0.24 -5.13
H -2.14 -0.98 -3.93
C -2.71 2.18 -2.06
H -2.02 1.72 -1.32
H -3.45 2.73 -1.49
H -2.21 2.85 -2.79
F -1.50 -3.38 -2.09
C -0.62 -2.34 -1.81
F -0.02 -1.94 -3.00
C 0.46 -2.97 -0.93
F 0.08 -3.06 0.39
F 0.71 -4.23 -1.33
F 1.62 -2.29 -0.99
```

Computed properties:
Spin multiplicity: 1
Max |F| in eV/A: 4.5
Total charge: +1
HOMO-LUMO gap (alpha / beta) in Ha: 0.167 / 0.194
Energy above the lowest of the compared OMol25 structures with the same formula, charge and spin in kcal/mol: 1.60
LUMO energy (alpha / beta) in eV: -4.64 / -3.80

The computed Mulliken charges, all in e, follow: In 0.51; C 0.36; C 0.71; C 0.74; C 0.51; C 0.38; C -1.64; H 0.34; H 0.32; H 0.35; C -1.19; H 0.41; H 0.11; H 0.34; C -1.34; H 0.33; H 0.14; H 0.40; C -1.54; H 0.30; H 0.30; H 0.38; C -1.63; H 0.34; H 0.37; H 0.31; C -0.28; C -0.15; C -1.02; C -1.26; C -0.27; C -0.51; C -1.00; C -1.08; H 0.50; H 0.46; H 0.37; H 0.36; H 0.51; H 0.52; H 0.39; H 0.30; H 0.56; H 0.52; H 0.41; H 0.80; P 0.84; P 0.91; C -0.61; C -1.40; H 0.93; H -0.62; H 0.59; H 0.50; C -1.39; H 0.42; H 0.34; H 0.45; C -0.87; H 0.41; H -0.01; H 0.34; C -1.32; H 0.31; H 0.54; H 0.44; C -1.32; H 0.42; H 0.53; H 0.47; F -0.27; C 0.29; F -0.24; C 0.33; F -0.23; F -0.28; F -0.27

# 3
DFT (ωB97M-V/def2-TZVPD) results for a molecular structure, C26H43FN3O2P2PtS2Si2 at a distorted geometry.

The geometry in XYZ format:
```
82
Properties=species:S:1:pos:R:3
Pt -0.45 0.26 0.86
C -0.65 -1.01 4.35
Si -0.50 0.56 3.30
C 0.83 1.61 4.17
C -2.14 1.53 3.46
C -2.37 2.28 4.61
C -3.54 3.01 4.77
C -4.51 2.99 3.78
C -4.29 2.24 2.63
C -3.11 1.51 2.45
Si -2.81 0.63 0.79
C -3.22 1.98 -0.52
C -4.26 -0.60 0.55
H -0.81 -0.72 5.40
H 0.27 -1.58 4.30
H -1.48 -1.66 4.05
H 0.58 1.70 5.22
H 0.91 2.61 3.74
H 1.80 1.12 4.08
H -1.63 2.30 5.40
H -3.70 3.60 5.67
H -5.42 3.55 3.89
H -5.04 2.23 1.85
H -4.30 2.11 -0.61
H -2.83 1.72 -1.51
H -2.78 2.94 -0.23
H -5.17 -0.13 0.92
H -4.12 -1.54 1.09
H -4.41 -0.82 -0.51
C 4.72 -3.82 1.52
C 3.64 -3.61 0.48
O 3.68 -2.29 -0.08
P 2.86 -0.96 0.44
S 3.04 -0.74 2.42
S 0.66 -1.96 1.00
O 3.90 0.15 -0.15
C 4.83 0.02 -1.22
C 4.87 1.32 -2.00
H 4.77 -4.88 1.78
H 4.52 -3.24 2.41
H 5.69 -3.51 1.12
H 2.66 -3.80 0.92
H 3.77 -4.29 -0.36
H 4.55 -0.81 -1.87
H 5.81 -0.20 -0.80
H 3.87 1.58 -2.36
H 5.53 1.22 -2.86
H 5.21 2.14 -1.36
C -2.14 -2.93 -3.64
N -1.29 -3.08 -2.40
C 0.18 -3.16 -2.82
N 0.55 -2.06 -3.62
C -0.32 -1.94 -4.78
N -1.72 -1.80 -4.39
C -1.95 -0.53 -3.69
P -0.94 -0.23 -2.09
C -1.50 -1.94 -1.46
C 0.66 -0.81 -2.87
H -3.18 -2.82 -3.32
H -2.03 -3.84 -4.23
H -1.53 -3.94 -1.91
H 0.30 -4.09 -3.38
H 0.78 -3.19 -1.90
H -0.22 -2.84 -5.40
H -0.04 -1.07 -5.37
H -3.01 -0.44 -3.45
H -1.71 0.28 -4.39
H -2.56 -1.86 -1.23
H -0.96 -2.15 -0.54
H 1.42 -0.93 -2.10
H 0.99 -0.02 -3.56
F 1.74 5.73 -1.19
C 1.32 4.51 -0.76
C 1.73 3.39 -1.43
C 1.30 2.14 -0.98
C 0.49 2.01 0.14
C 0.09 3.19 0.79
C 0.48 4.44 0.34
H 2.38 3.48 -2.29
H 1.64 1.26 -1.53
H -0.54 3.14 1.66
H 0.16 5.35 0.82
```

Computed properties:
Spin multiplicity: 2
Max |F| in eV/A: 3.9
HOMO-LUMO gap (alpha / beta) in Ha: 0.185 / 0.214
Energy above the lowest of the compared OMol25 structures with the same formula, charge and spin in kcal/mol: 126.26
<S²>: 0.8585
LUMO energy (alpha / beta) in eV: -1.05 / -0.89

The computed Mulliken charges, all in e, follow: Pt 1.25; C -1.16; Si 1.00; C -1.21; C 0.27; C -0.64; C -0.80; C -0.76; C -0.44; C 0.61; Si 0.73; C -1.33; C -1.42; H 0.39; H 0.26; H 0.32; H 0.44; H 0.31; H 0.31; H 0.30; H 0.39; H 0.39; H 0.25; H 0.47; H 0.25; H 0.36; H 0.47; H 0.27; H 0.36; C -1.28; C -0.14; O -0.32; P 0.52; S -0.44; S -0.61; O -0.32; C -0.23; C -0.98; H 0.40; H 0.29; H 0.29; H 0.23; H 0.33; H 0.27; H 0.34; H 0.02; H 0.43; H 0.29; C -0.74; N 0.21; C -0.89; N 0.20; C -0.96; N 0.21; C -1.38; P 0.51; C -0.98; C -0.24; H 0.37; H 0.34; H 0.40; H 0.35; H 0.38; H 0.31; H 0.39; H 0.41; H 0.51; H 0.31; H 0.15; H -0.57; H 0.63; F -0.37; C 0.16; C -1.03; C 1.06; C -0.06; C -0.61; C -0.96; H 0.50; H -0.17; H 0.38; H 0.48